[1]
DFT (ωB97M-V/def2-TZVPD) results for C33H45ClN4OP2STa as an isolated structure.

```
88
C33H45ClN4OP2STa | OMol25 | ωB97M-V/def2-TZVPD
Ta 0.395 -0.758 0.564
C -3.113 -4.651 0.753
C -2.110 -3.630 1.285
C -2.489 -3.095 2.669
P -1.808 -2.200 0.176
C -2.033 -2.745 -1.584
C -2.132 -1.546 -2.534
C -0.960 -3.732 -2.048
C -3.115 -0.991 0.328
C -4.461 -1.248 0.072
C -5.369 -0.211 -0.026
C -4.903 1.096 0.097
C -3.571 1.356 0.363
C -2.657 0.307 0.522
N -1.290 0.536 0.863
C -1.095 1.764 1.601
C -1.953 2.093 2.645
C -1.788 3.278 3.342
C -0.766 4.156 3.001
C 0.108 3.812 1.981
C -0.040 2.612 1.289
P 1.087 1.922 0.058
C 2.730 2.738 0.212
C 2.851 4.145 -0.377
C 3.240 2.704 1.657
C 0.335 2.385 -1.572
C -0.399 3.727 -1.564
C 1.341 2.309 -2.732
H -3.180 -5.471 1.471
H -2.815 -5.077 -0.205
H -4.116 -4.230 0.650
H -1.134 -4.113 1.377
H -3.479 -2.635 2.657
H -1.770 -2.355 3.030
H -2.503 -3.920 3.384
H -3.001 -3.253 -1.577
H -1.230 -0.932 -2.499
H -2.988 -0.912 -2.309
H -2.246 -1.915 -3.556
H 0.022 -3.258 -2.084
H -1.199 -4.082 -3.055
H -0.890 -4.612 -1.404
H -4.797 -2.266 -0.084
H -6.415 -0.411 -0.217
H -5.589 1.927 -0.016
H -3.237 2.381 0.462
H -2.756 1.413 2.908
H -2.461 3.515 4.157
H -0.645 5.093 3.529
H 0.912 4.488 1.727
H 3.369 2.073 -0.378
H 2.214 4.867 0.132
H 2.623 4.180 -1.439
H 3.884 4.479 -0.251
H 2.701 3.411 2.288
H 4.296 2.985 1.668
H 3.156 1.720 2.106
H -0.410 1.595 -1.704
H 0.272 4.552 -1.310
H -1.228 3.738 -0.858
H -0.801 3.923 -2.562
H 1.806 3.280 -2.904
H 0.826 2.033 -3.655
H 2.140 1.583 -2.575
N 2.928 -0.658 4.357
C 2.445 -0.637 3.101
S 0.720 -0.299 2.948
N 3.282 -0.772 2.127
N 2.697 -0.754 0.870
C 3.554 -0.761 -0.078
C 3.276 -0.823 -1.514
C 4.367 -0.839 -2.384
C 4.194 -0.954 -3.752
C 2.908 -1.078 -4.266
C 1.811 -1.059 -3.419
C 1.997 -0.908 -2.060
O 0.912 -0.839 -1.245
H 2.307 -0.601 5.142
H 3.899 -0.876 4.502
H 4.598 -0.755 0.224
H 5.366 -0.770 -1.966
H 5.053 -0.960 -4.410
H 2.757 -1.188 -5.332
H 0.801 -1.140 -3.804
Cl 1.332 -3.546 2.261
C 1.057 -2.954 0.565
H 0.371 -3.681 0.149
H 1.999 -3.073 0.034
```

charge: +1
LUMO energy: -3.33 eV
energy above the lowest of the compared OMol25 structures with the same formula, charge and spin: 0.00 kJ/mol
Kohn-Sham gap: 7.04 eV

[2]
DFT (ωB97M-V/def2-TZVPD) results for a 2-piece molecular cluster, C31H25NO4S overall.

```
62
C31H25NO4S | OMol25 | ωB97M-V/def2-TZVPD
C 1.806 -5.866 -2.785
C 1.841 -5.100 -1.460
C 0.684 -4.155 -1.585
C 0.054 -4.411 -2.832
O 0.653 -5.381 -3.572
C -1.112 -3.724 -3.218
C -1.653 -2.813 -2.341
C -0.955 -2.393 -1.151
C -1.351 -1.317 -0.321
C -2.459 -0.455 -0.518
C -3.113 0.090 0.630
C -4.222 0.898 0.492
C -4.721 1.185 -0.804
O -5.825 1.979 -0.815
C -6.141 2.291 0.596
C -5.093 1.615 1.482
C -4.092 0.688 -1.959
C -2.958 -0.078 -1.811
C 0.197 -3.157 -0.769
H 2.713 -5.687 -3.377
H 1.667 -6.945 -2.634
H 1.728 -5.794 -0.616
H 2.791 -4.567 -1.332
H -1.558 -3.961 -4.180
H -2.630 -2.382 -2.559
H -0.807 -1.214 0.615
H -2.762 -0.161 1.632
H -6.127 3.384 0.698
H -7.151 1.910 0.799
H -5.567 0.933 2.196
H -4.532 2.369 2.047
H -4.528 0.921 -2.926
H -2.418 -0.403 -2.700
H 0.706 -2.950 0.174
C 4.523 -2.590 1.883
C 5.032 -1.484 2.568
C 4.701 -0.188 2.159
C 3.842 0.004 1.075
S 3.434 1.676 0.513
C 1.851 2.034 1.108
C 1.327 3.348 1.149
C 0.145 3.606 1.927
C -0.454 4.858 1.951
C 0.087 5.925 1.212
C -0.557 7.212 1.168
N -1.078 8.258 1.097
C 1.277 5.713 0.495
C 1.896 4.478 0.470
O 4.428 2.503 1.172
O 3.443 1.552 -0.933
C 3.348 -1.101 0.374
C 3.682 -2.396 0.783
H 4.776 -3.599 2.207
H 5.692 -1.622 3.423
H 5.119 0.672 2.679
H 1.442 1.246 1.737
H -0.241 2.775 2.518
H -1.352 5.039 2.548
H 1.736 6.542 -0.048
H 2.841 4.386 -0.064
H 2.710 -0.952 -0.498
H 3.284 -3.247 0.230
```

LUMO energy: -3.12 eV
energy above the lowest of the compared OMol25 structures with the same formula, charge and spin: 124.17 kJ/mol
Kohn-Sham gap: 2.38 eV

[3]
DFT (ωB97M-V/def2-TZVPD) results for one molecule with the formula C5H6O2S.

```
14
C5H6O2S | OMol25 | ωB97M-V/def2-TZVPD
C -1.397 -0.132 0.202
C -0.619 1.152 -0.121
C 0.812 0.642 0.111
C 1.170 -0.515 -0.811
C -0.300 -1.009 0.814
H -0.876 1.887 0.626
H -0.802 1.495 -1.138
H 1.577 1.407 0.282
H 0.856 -0.379 -1.850
H 2.242 -0.734 -0.782
H -0.640 -1.746 1.554
O 0.429 -1.613 -0.225
O 0.559 -0.058 1.358
S -3.009 -0.396 -0.022
```

structure (SMILES): S=C1C[C@@H]2CO[C@H]1O2
LUMO energy: -0.35 eV
energy above the lowest of the compared OMol25 structures with the same formula, charge and spin: 116.16 kJ/mol
Kohn-Sham gap: 8.40 eV

[4]
DFT (ωB97M-V/def2-TZVPD) results for C24H23AuN7PS as an isolated structure.

```
57
C24H23AuN7PS | OMol25 | ωB97M-V/def2-TZVPD
Au 0.475 -1.017 -0.876
N -1.411 -1.794 1.495
P -0.179 -0.637 1.493
C 0.506 -0.762 3.165
C -0.244 -0.203 4.204
C 0.239 -0.284 5.495
C 1.465 -0.879 5.754
C 2.203 -1.427 4.718
C 1.734 -1.367 3.417
C -0.993 0.974 1.419
C -0.256 2.089 1.826
C -0.848 3.338 1.820
C -2.162 3.478 1.390
C -2.881 2.376 0.947
C -2.294 1.122 0.939
C -1.837 -2.533 0.416
C -2.832 -3.506 0.568
C -3.285 -4.174 -0.550
C -2.746 -3.870 -1.800
C -1.738 -2.934 -1.864
N -1.296 -2.289 -0.780
H -1.765 -2.104 2.397
H -1.194 0.279 4.003
H -0.352 0.121 6.303
H 1.836 -0.915 6.766
H 3.149 -1.898 4.922
H 2.317 -1.775 2.605
H 0.761 1.968 2.169
H -0.285 4.198 2.151
H -2.626 4.452 1.384
H -3.897 2.488 0.600
H -2.852 0.263 0.595
H -3.238 -3.720 1.545
H -4.062 -4.917 -0.456
H -3.088 -4.373 -2.690
H -1.263 -2.662 -2.796
N -0.318 0.130 -2.666
C -0.896 1.133 -2.545
C -1.432 2.370 -2.289
C -0.505 3.236 -1.698
N 0.326 3.824 -1.163
C -2.778 2.700 -2.459
N -3.893 2.961 -2.540
C 3.438 2.464 -3.986
N 3.107 1.801 -2.739
C 2.968 0.496 -2.578
S 2.698 -0.046 -0.942
N 3.083 -0.335 -3.595
C 3.056 -1.777 -3.549
H 3.431 3.537 -3.816
H 2.696 2.234 -4.753
H 4.430 2.175 -4.345
H 3.080 2.378 -1.909
H 3.284 0.059 -4.509
H 2.955 -2.121 -2.520
H 3.991 -2.171 -3.953
H 2.221 -2.156 -4.143
```

charge: +2
LUMO energy (alpha / beta): -9.35 / -9.35 eV
energy above the lowest of the compared OMol25 structures with the same formula, charge and spin: 123.16 kJ/mol
Kohn-Sham gap (alpha / beta): 4.10 / 4.10 eV

[5]
DFT (ωB97M-V/def2-TZVPD) results for C10H40FN20NiO10 as an isolated structure.

```
82
C10H40FN20NiO10 | OMol25 | ωB97M-V/def2-TZVPD
Ni -0.382 -0.202 1.205
F 0.192 -0.716 -0.722
C 3.058 -1.456 -2.037
O 4.218 -1.579 -2.440
N 2.726 -1.447 -0.791
N 1.990 -1.566 -2.815
H 3.590 -1.408 -0.269
H 1.791 -1.103 -0.628
H 2.195 -2.021 -3.694
H 1.085 -1.389 -2.404
C 0.383 5.228 1.692
O 0.273 5.709 0.627
N 0.064 4.005 1.925
N 0.866 5.796 2.791
H 0.293 3.673 2.851
H -0.366 3.476 1.181
H 1.183 6.737 2.607
H 1.089 5.408 3.697
C 2.161 1.731 0.665
O 1.158 1.166 1.086
N 3.181 2.170 1.348
N 2.413 1.793 -0.666
H 3.085 2.234 2.352
H 3.934 2.621 0.848
H 1.745 1.522 -1.373
H 3.250 2.268 -0.971
C -0.610 -4.760 -1.761
O -1.845 -4.626 -1.750
N 0.130 -3.786 -1.293
N 0.000 -5.863 -2.033
H 1.098 -4.069 -1.347
H -0.217 -2.858 -1.094
H -0.499 -6.709 -2.269
H 0.987 -5.901 -2.241
C -0.775 -0.898 -4.348
O -0.786 -0.534 -5.478
N -0.926 -0.063 -3.305
N -0.476 -2.140 -3.999
H -0.778 -0.509 -2.411
H -0.961 0.946 -3.339
H -0.531 -2.599 -3.101
H -0.197 -2.748 -4.756
C -2.521 2.101 0.923
O -1.490 1.474 0.790
N -2.768 3.226 0.419
N -3.511 1.605 1.614
H -2.129 3.567 -0.285
H -3.668 3.660 0.569
H -3.572 0.613 1.794
H -4.291 2.246 1.594
C -1.474 0.165 4.329
O -1.267 0.023 3.089
N -0.878 0.974 5.167
N -2.435 -0.377 4.999
H -1.460 1.398 5.875
H -0.019 1.464 4.964
H -2.559 -0.057 5.948
H -3.280 -0.674 4.532
C 0.943 -3.039 2.214
O 0.420 -1.863 1.997
N 1.362 -3.414 3.395
N 1.014 -4.056 1.355
H 1.677 -4.364 3.528
H 1.449 -2.652 4.052
H 1.485 -4.895 1.664
H 0.468 -3.984 0.509
C 1.617 3.597 -3.973
O 1.123 3.061 -4.995
N 2.845 4.029 -3.888
N 1.056 3.820 -2.814
H 3.152 4.302 -2.965
H 3.480 4.098 -4.671
H 1.416 4.573 -2.245
H 0.149 3.388 -2.709
C -2.888 -2.034 0.500
O -2.324 -1.083 0.994
N -3.598 -1.938 -0.575
N -2.847 -3.278 0.824
H -3.610 -2.769 -1.149
H -3.964 -1.145 -1.081
H -3.360 -4.034 0.393
H -2.532 -3.264 1.784
```

charge: +1
⟨S²⟩: 2.003
2S+1: 3
LUMO energy: -2.55 eV
Kohn-Sham gap: 8.10 eV

[6]
DFT (ωB97M-V/def2-TZVPD) results for a 2-piece molecular cluster, C6H13N3 overall.

```
22
C6H13N3 | OMol25 | ωB97M-V/def2-TZVPD
C -2.149 1.282 0.964
C 2.197 1.298 0.284
C 1.280 2.489 -0.100
C 0.319 -1.337 -1.392
C -0.980 -2.146 0.553
C 0.375 -1.588 0.094
N -1.537 1.129 -0.104
N 1.801 0.177 0.677
N 0.717 -0.417 0.911
H -3.084 1.974 0.928
H -1.701 0.911 1.873
H 3.195 1.382 0.293
H 0.346 2.196 0.040
H 1.421 3.230 0.678
H 1.585 2.653 -1.049
H 0.126 -2.220 -1.952
H -0.643 -0.863 -1.700
H 1.237 -0.957 -1.786
H -1.745 -1.251 0.481
H -1.089 -2.617 1.451
H -1.149 -2.906 -0.121
H 1.339 -2.152 0.174
```

LUMO energy (alpha / beta): 0.74 / -0.15 eV
energy above the lowest of the compared OMol25 structures with the same formula, charge and spin: 636.10 kJ/mol
Kohn-Sham gap (alpha / beta): 9.41 / 7.12 eV

[7]
DFT (ωB97M-V/def2-TZVPD) results for a 21-piece molecular cluster, H42O21 overall.

```
63
H42O21 | OMol25 | ωB97M-V/def2-TZVPD
O 3.510 3.825 1.637
H 4.118 3.552 0.950
H 2.698 3.358 1.438
O 3.899 0.173 2.623
H 4.091 -0.662 2.197
H 3.056 0.035 3.055
O -5.366 -3.191 1.157
H -5.797 -3.603 0.408
H -4.748 -2.572 0.767
O -0.305 -3.992 3.191
H -1.105 -4.515 3.131
H 0.382 -4.627 3.392
O -0.934 0.361 0.229
H -0.413 -0.442 0.260
H -0.430 0.952 -0.330
O 4.258 -2.148 1.234
H 3.502 -2.464 0.739
H 4.492 -2.878 1.807
O 1.757 -3.782 0.069
H 2.534 -4.201 -0.302
H 1.367 -4.454 0.629
O -2.888 3.013 1.249
H -2.268 2.879 0.532
H -3.089 2.130 1.560
O -3.667 -1.692 -2.955
H -4.310 -1.717 -2.247
H -3.612 -2.598 -3.261
O -4.451 0.078 3.009
H -4.132 0.205 3.903
H -4.121 -0.784 2.757
O 2.018 3.374 -1.930
H 1.816 3.703 -2.806
H 2.972 3.419 -1.871
O -0.237 -2.150 -0.601
H 0.257 -2.946 -0.409
H -0.566 -2.281 -1.491
O 4.908 1.621 -0.783
H 4.816 2.336 -1.413
H 4.422 0.894 -1.171
O -0.698 -2.935 -3.121
H -1.224 -3.721 -2.973
H -1.033 -2.574 -3.941
O 0.927 0.758 -3.250
H 1.554 1.278 -3.754
H 0.083 1.180 -3.410
O -0.884 3.842 -1.292
H -0.856 3.884 -2.248
H 0.035 3.870 -1.023
O -0.449 -1.439 2.891
H -0.229 -2.334 3.149
H -0.590 -1.489 1.946
O -2.591 0.785 -3.140
H -2.153 1.005 -2.317
H -2.791 -0.148 -3.062
O -0.304 1.193 3.559
H -0.874 1.900 3.258
H -0.651 0.408 3.135
O -0.234 5.963 0.056
H -0.788 6.735 -0.059
H -0.602 5.313 -0.542
O 2.350 -0.533 -1.314
H 1.858 -0.001 -1.939
H 1.706 -1.150 -0.966
```

LUMO energy: -0.91 eV
energy above the lowest of the compared OMol25 structures with the same formula, charge and spin: 653.67 kJ/mol
Kohn-Sham gap: 8.75 eV

[8]
DFT (ωB97M-V/def2-TZVPD) results for C19H23BCl3MgN8O5S as an isolated structure.

```
61
C19H23BCl3MgN8O5S | OMol25 | ωB97M-V/def2-TZVPD
Mg 0.049 0.911 -1.058
C -3.151 0.652 -2.965
C -2.891 -0.187 -1.767
C -3.810 -1.050 -1.155
C -3.133 -1.583 -0.087
N -1.886 -1.080 -0.073
N -1.749 -0.221 -1.097
B -0.696 -1.297 0.873
N -0.458 0.048 1.580
C -0.289 0.315 2.895
C -0.264 1.674 3.052
C -0.446 2.190 1.746
C -0.552 3.573 1.306
N -0.547 1.163 0.896
N 0.529 -1.654 0.030
C 1.347 -2.714 0.134
C 2.232 -2.669 -0.918
C 1.875 -1.524 -1.645
C 2.459 -1.004 -2.903
N 0.854 -0.937 -1.042
N -0.853 -2.370 1.952
C -1.757 -3.329 2.253
C -1.302 -4.040 3.337
C -0.066 -3.453 3.654
C 0.881 -3.838 4.734
N 0.175 -2.467 2.812
H -4.114 0.391 -3.400
H -2.365 0.503 -3.703
H -3.155 1.709 -2.694
H -4.816 -1.247 -1.465
H -3.500 -2.263 0.647
H -0.164 -0.467 3.613
H -0.167 2.222 3.967
H -0.614 4.271 2.136
H -1.359 3.704 0.587
H 0.377 3.787 0.718
H 1.265 -3.430 0.927
H 3.020 -3.362 -1.125
H 2.993 -1.795 -3.423
H 3.142 -0.183 -2.686
H 1.664 -0.603 -3.529
H -2.657 -3.495 1.706
H -1.778 -4.857 3.842
H 0.450 -4.642 5.327
H 1.093 -2.984 5.375
H 1.819 -4.178 4.297
C 4.023 2.541 -0.838
S 2.256 2.282 -0.502
O 2.086 1.360 0.598
O 1.766 3.631 -0.228
O 1.720 1.725 -1.735
H 4.368 3.332 -0.185
H 4.097 2.848 -1.874
H 4.555 1.619 -0.649
Cl -0.934 3.491 -5.109
C -0.277 3.687 -3.498
Cl 1.468 3.878 -3.570
Cl -0.994 5.085 -2.717
C -0.548 2.398 -2.653
O -0.327 1.327 -3.191
O -0.945 2.603 -1.508
```

⟨S²⟩: 0.757
2S+1: 2
LUMO energy (alpha / beta): 0.35 / -4.23 eV
energy above the lowest of the compared OMol25 structures with the same formula, charge and spin: 94.27 kJ/mol
Kohn-Sham gap (alpha / beta): 9.56 / 4.98 eV

Calculated total energy, respectively: -3176.78998; -1950.03542; -742.74065; -2186.29802; -3860.84070; -400.45073; -1605.17514; -3555.96605 hartree.